{"formula": "C11H23N3O6Sr", "method": "ωB97M-V with the def2-TZVPD basis set", "symbols": ["O", "H", "Sr", "N", "N", "O", "O", "C", "C", "C", "C", "H", "H", "H", "H", "H", "H", "H", "H", "O", "H", "H", "C", "H", "H", "H", "O", "H", "H", "O", "C", "C", "C", "C", "C", "C", "N", "H", "H", "H", "H", "H", "H", "H"], "xyz": [[-2.6585, 1.2328, 3.9813], [-3.4521, 1.0105, 4.4694], [0.1947, 0.0496, 0.2087], [-0.3988, -1.4665, -1.6223], [-2.0724, 0.0591, -0.3179], [0.4953, -2.2885, -2.3869], [-2.9292, 0.9379, 0.3551], [-1.6988, -1.5361, -2.0445], [-2.6003, -0.6607, -1.3700], [-2.1364, -2.4286, -3.1415], [-4.0331, -0.5472, -1.7394], [-1.4237, -3.2569, -3.2652], [-2.2018, -1.8837, -4.0967], [-3.1381, -2.8337, -2.9322], [-4.4216, 0.4174, -1.3777], [-4.6255, -1.3496, -1.2747], [-4.1695, -0.6202, -2.8299], [1.4009, -2.1663, -2.0781], [-2.5531, 1.1825, 1.2278], [0.2197, 1.5804, -1.8631], [0.0132, 0.7569, -2.3760], [-0.6769, 1.8008, -1.5855], [-1.9035, 0.0325, 3.7412], [-0.9024, 0.4074, 3.4717], [-2.2885, -0.4191, 2.8136], [-1.8699, -0.6723, 4.5727], [0.4052, -2.2284, 1.1436], [0.0687, -2.5332, 0.2596], [1.3639, -2.2113, 0.9758], [0.3198, 1.6838, 1.9667], [1.7982, 2.0660, 1.8005], [2.8290, 1.3434, 0.8480], [4.1189, 1.8265, 0.9654], [5.1356, 1.3260, 0.1571], [4.8430, 0.3436, -0.8117], [3.5102, -0.1188, -0.8896], [2.5653, 0.3288, 0.0028], [-0.2584, 2.4725, 1.7622], [2.1597, 1.8692, 2.8384], [1.8316, 3.1641, 1.5523], [4.2435, 2.5914, 1.7344], [6.1564, 1.6907, 0.2636], [5.5781, -0.0969, -1.4804], [3.1621, -0.8558, -1.6286]], "forces_ev_per_angstrom": [[0.32, -0.22, 0.33], [-0.18, -0.04, -0.04], [-1.63, -0.80, -0.50], [1.41, 0.73, 1.54], [2.12, -0.61, -0.04], [0.24, -1.23, -1.34], [-1.99, 1.55, 0.83], [-2.12, 1.98, 1.13], [1.34, -1.46, -1.02], [-0.27, -0.33, -0.44], [-0.45, 0.01, -0.12], [-0.33, 0.22, -0.03], [0.05, -0.25, -0.02], [0.30, -0.01, -0.13], [-0.02, -0.36, -0.24], [-0.15, 0.16, -0.07], [-0.07, 0.10, 0.35], [-0.52, 0.34, 0.26], [-0.19, -0.75, -0.87], [0.03, -0.41, -0.63], [0.32, 0.26, 0.38], [-0.54, 0.21, 0.05], [0.13, 0.91, -1.26], [-0.22, -0.44, 0.52], [0.00, -0.44, 0.41], [-0.05, 0.13, -0.04], [0.83, -0.63, -0.44], [-0.43, 0.35, 0.22], [-0.15, -0.41, 0.43], [1.47, 1.93, -0.67], [-0.96, 0.28, 1.10], [-0.39, -0.97, -0.60], [-0.07, 0.46, 0.34], [0.01, -0.54, -0.47], [-1.27, -0.03, 0.33], [0.26, 0.98, 1.54], [1.43, 0.49, -0.88], [1.07, -1.01, 0.33], [-0.01, 0.50, -0.87], [0.06, -1.20, 0.34], [0.56, -0.09, -0.38], [-0.27, -0.06, 0.00], [0.01, 0.35, 0.18], [0.30, 0.36, 0.48]], "e_above_lowest_kj_mol": 97.8, "lumo_ev": [-0.5200, -0.5203]}